1.
A molecular structure, C45H53CrO4P2SSi3Te, computed with ωB97M-V/def2-TZVPD.

E_tot (eV): -144479.35970
Gap between HOMO and LUMO (spin up / spin down) (eV): 7.45 / 6.89
Energy above the lowest of the compared OMol25 structures with the same formula, charge and spin (kcal/mol): 38.8
HOMO level (spin up / spin down) (eV): -7.35 / -6.58
LUMO (spin up / spin down) (Ha): 0.004 / 0.011

```
! RIJCOSX wB97M-V def2-TZVPD def2/J DEFGRID3
* xyz 0 4
Cr -0.236 0.936 -0.478
C -0.595 5.001 -1.102
Si 0.450 3.443 -0.843
C 1.177 3.890 0.914
C 1.648 5.187 1.155
C 1.975 5.624 2.427
C 1.808 4.780 3.522
C 1.370 3.485 3.315
C 1.092 3.042 2.018
P 0.756 1.290 1.721
C 2.353 0.484 2.107
C 3.480 1.200 2.506
C 4.653 0.534 2.847
C 4.718 -0.847 2.780
C 3.609 -1.567 2.353
C 2.440 -0.906 2.017
C -0.338 0.762 3.080
C -1.682 1.128 2.971
C -2.587 0.758 3.954
C -2.158 0.023 5.052
C -0.822 -0.330 5.171
C 0.088 0.040 4.190
C 1.944 3.445 -2.023
C 2.343 4.631 -2.639
C 3.427 4.676 -3.507
C 4.134 3.518 -3.793
C 3.759 2.324 -3.197
C 2.675 2.285 -2.322
P 2.220 0.736 -1.479
C 1.074 -0.137 -2.597
C 0.665 0.336 -3.841
C -0.211 -0.414 -4.610
C -0.676 -1.639 -4.152
C -0.277 -2.117 -2.913
C 0.590 -1.367 -2.134
C 3.710 -0.311 -1.577
C 4.705 -0.108 -0.625
C 5.880 -0.841 -0.669
C 6.068 -1.791 -1.664
C 5.078 -2.002 -2.613
C 3.903 -1.265 -2.573
H -0.410 5.418 -2.096
H -1.654 4.748 -1.071
H -0.419 5.775 -0.356
H 1.743 5.882 0.327
H 2.338 6.634 2.575
H 2.025 5.130 4.522
H 1.253 2.809 4.155
H 3.448 2.278 2.558
H 5.516 1.105 3.165
H 5.632 -1.364 3.046
H 3.655 -2.646 2.280
H 1.580 -1.481 1.707
H -2.023 1.699 2.113
H -3.628 1.039 3.854
H -2.866 -0.270 5.818
H -0.483 -0.897 6.029
H 1.128 -0.249 4.285
H 1.800 5.547 -2.440
H 3.715 5.617 -3.959
H 4.976 3.541 -4.474
H 4.316 1.420 -3.415
H 1.009 1.303 -4.185
H -0.541 -0.037 -5.570
H -1.364 -2.215 -4.758
H -0.646 -3.067 -2.548
H 0.909 -1.747 -1.166
H 4.556 0.626 0.158
H 6.645 -0.675 0.079
H 6.983 -2.368 -1.699
H 5.220 -2.741 -3.392
H 3.135 -1.436 -3.318
O -3.217 2.679 -2.305
S -2.063 2.038 -1.776
O -1.899 2.161 -0.267
O -0.744 2.599 -2.281
O -1.935 0.581 -1.994
C -6.409 -2.037 -0.153
Si -5.357 -1.826 -1.699
C -5.583 -0.108 -2.408
C -5.870 -3.139 -2.950
C -3.521 -2.070 -1.342
Te -2.825 -1.065 0.411
C -3.299 -2.663 1.779
Si -2.028 -4.030 1.945
C -1.900 -5.005 0.341
C -2.543 -5.171 3.349
C -0.350 -3.290 2.324
H -7.447 -1.792 -0.390
H -6.085 -1.374 0.652
H -6.396 -3.064 0.220
H -6.638 0.173 -2.457
H -5.177 -0.052 -3.421
H -5.062 0.646 -1.813
H -6.932 -3.064 -3.195
H -5.690 -4.143 -2.556
H -5.307 -3.039 -3.880
H -2.943 -1.615 -2.149
H -3.235 -3.121 -1.276
H -4.257 -3.061 1.437
H -3.484 -2.187 2.746
H -2.863 -5.427 0.045
H -1.194 -5.832 0.450
H -1.542 -4.373 -0.476
H -3.521 -5.622 3.163
H -2.605 -4.616 4.288
H -1.824 -5.982 3.488
H -0.181 -2.434 1.669
H 0.441 -4.025 2.146
H -0.275 -2.945 3.358
*
```

Mulliken population analysis, charges in e, atoms 1 to 99: Cr 0.199; C -1.672; Si 2.533; C -0.104; C -0.619; C -0.929; C -0.730; C -0.211; C -0.482; P 3.167; C 0.495; C -0.992; C -0.567; C -0.808; C -0.751; C -0.087; C 0.431; C -1.209; C -0.418; C -0.653; C -0.651; C -0.074; C 0.028; C -0.557; C -0.913; C -0.789; C -1.043; C -0.293; P 2.591; C -0.444; C -1.083; C -0.882; C -0.546; C -0.709; C 0.208; C 0.090; C -0.625; C -0.660; C -0.676; C -0.701; C -0.217; H 0.359; H 0.354; H 0.487; H 0.371; H 0.412; H 0.412; H 0.446; H 0.308; H 0.373; H 0.393; H 0.475; H -0.027; H 0.440; H 0.458; H 0.405; H 0.449; H 0.418; H 0.275; H 0.428; H 0.433; H 0.459; H 0.395; H 0.382; H 0.418; H 0.349; H 0.506; H 0.607; H 0.469; H 0.391; H 0.438; H 0.396; O -0.715; S 1.053; O -0.576; O -0.746; O -0.551; C -1.071; Si 0.209; C -0.912; C -1.108; C 0.625; Te 0.159; C -0.521; Si 0.030; C -0.508; C -1.061; C -0.016; H 0.392; H 0.290; H 0.291; H 0.402; H 0.279; H 0.200; H 0.330; H 0.303; H 0.321; H -0.828; H 0.393

2.
A molecular structure, C13H11F6N3NiO6S4, computed with ωB97M-V/def2-TZVPD.

E_tot (eV): -131102.35341
Gap between HOMO and LUMO (spin up / spin down) (eV): 4.71 / 4.83
Energy above the lowest of the compared OMol25 structures with the same formula, charge and spin (kcal/mol): 18.3
HOMO level (spin up / spin down) (eV): -0.65 / -0.77
LUMO (spin up / spin down) (Ha): 0.149 / 0.149

```
! RIJCOSX wB97M-V def2-TZVPD def2/J DEFGRID3
* xyz -2 1
Ni 1.334 -1.642 -1.298
O -3.824 -3.111 -0.409
C -4.009 -2.226 -1.400
C -5.296 -2.095 -1.930
C -5.550 -1.195 -2.950
C -4.526 -0.408 -3.465
C -3.249 -0.540 -2.942
C -2.965 -1.436 -1.918
C -1.548 -1.516 -1.426
O -0.668 -0.812 -1.955
N -1.362 -2.381 -0.420
N -0.027 -2.440 -0.079
C 0.246 -3.002 1.025
S 1.901 -3.135 1.600
C 1.489 -4.426 2.805
C 0.151 -4.070 3.429
S -1.005 -3.672 2.090
H -2.849 -3.039 -0.162
H -6.082 -2.714 -1.515
H -6.557 -1.107 -3.344
H -4.722 0.300 -4.261
H -2.420 0.051 -3.311
H 2.285 -4.450 3.550
H 1.432 -5.397 2.311
H 0.256 -3.207 4.087
H -0.267 -4.905 3.994
F 4.315 1.405 1.796
C 3.880 0.970 0.602
F 3.996 -0.355 0.596
F 4.692 1.463 -0.331
S 2.093 1.469 0.297
O 1.356 0.273 0.593
O 2.079 2.017 -1.024
N 1.786 2.529 1.444
S 2.300 4.008 1.417
O 3.599 4.211 0.832
O 2.017 4.623 2.685
C 1.153 4.921 0.263
F 1.082 6.214 0.641
F -0.086 4.424 0.302
F 1.575 4.903 -0.998
C 2.751 -2.317 -2.096
H 3.732 -2.562 -1.659
H 2.714 -2.807 -3.085
*
```

Computed natural (NBO) charges, given in elementary charges: Ni 0.700; O -0.712; C 0.341; C -0.301; C -0.204; C -0.289; C -0.162; C -0.144; C 0.591; O -0.710; N -0.554; N -0.343; C -0.091; S 0.330; C -0.551; C -0.540; S 0.234; H 0.509; H 0.202; H 0.189; H 0.195; H 0.239; H 0.216; H 0.204; H 0.213; H 0.209; F -0.331; C 0.717; F -0.310; F -0.315; S 2.248; O -0.933; O -0.923; N -1.222; S 2.256; O -0.955; O -0.954; C 0.704; F -0.339; F -0.320; F -0.311; C -1.030; H 0.124; H 0.121

3.
A gas-phase ion, C6H11N2O2 (charge +1), computed with ωB97M-V/def2-TZVPD.

E_tot (eV): -13464.66747
Gap between HOMO and LUMO (spin up / spin down) (eV): 8.82 / 7.54
Energy above the lowest of the compared OMol25 structures with the same formula, charge and spin (kcal/mol): 126.0
HOMO level (spin up / spin down) (eV): -13.37 / -12.69
LUMO (spin up / spin down) (Ha): -0.167 / -0.189

```
! RIJCOSX wB97M-V def2-TZVPD def2/J DEFGRID3
* xyz 1 1
C 0.290 0.515 1.871
C 0.260 -1.051 1.762
C -0.818 1.236 -1.040
C -0.275 -0.114 -1.783
C 0.220 1.893 -0.174
C 0.290 -0.970 -0.700
N 0.762 0.956 0.751
N -0.363 -1.458 0.523
O -0.215 1.121 2.838
O 1.423 -1.627 -0.829
H 1.348 -1.383 1.845
H -0.330 -1.433 2.663
H -1.215 1.982 -1.723
H -1.683 1.081 -0.445
H -1.031 -0.554 -2.412
H 0.545 0.124 -2.428
H 1.029 2.368 -0.753
H -0.231 2.490 0.651
H -0.488 -2.527 0.533
H -1.377 -1.218 0.615
H 1.860 -1.429 -1.765
*
```

Computed natural (NBO) charges, given in elementary charges: C 0.594; C -0.334; C -0.397; C -0.505; C -0.263; C 0.589; N -0.407; N -0.571; O -0.565; O -0.626; H 0.270; H 0.266; H 0.254; H 0.213; H 0.273; H 0.249; H 0.224; H 0.274; H 0.462; H 0.462; H 0.538

4.
A molecular structure, C39H40BMnN7, computed with ωB97M-V/def2-TZVPD.

E_tot (eV): -83522.93117
Gap between HOMO and LUMO (spin up / spin down) (eV): 7.59 / 8.55
Energy above the lowest of the compared OMol25 structures with the same formula, charge and spin (kcal/mol): 0.0
HOMO level (spin up / spin down) (eV): -6.99 / -7.95
LUMO (spin up / spin down) (Ha): 0.022 / 0.022

```
! RIJCOSX wB97M-V def2-TZVPD def2/J DEFGRID3
* xyz 0 6
Mn 0.253 0.028 0.053
C -5.047 1.515 -0.417
C -3.581 1.801 -0.528
C -2.958 2.891 -1.094
C -1.582 2.655 -0.953
N -1.387 1.509 -0.303
N -2.618 0.984 -0.068
B -2.822 -0.350 0.669
N -2.163 -0.303 2.061
N -0.825 -0.152 2.294
C -0.701 -0.166 3.626
C -1.948 -0.326 4.242
C -2.851 -0.409 3.213
C -4.333 -0.585 3.306
C 0.584 -0.030 4.340
C 1.761 0.131 3.637
C 2.983 0.261 4.273
C 3.044 0.231 5.658
C 1.868 0.070 6.385
C 0.649 -0.060 5.735
N -2.316 -1.566 -0.125
N -0.997 -1.779 -0.378
C -0.924 -2.910 -1.079
C -2.209 -3.454 -1.234
C -3.065 -2.565 -0.624
C -4.556 -2.634 -0.506
C 0.346 -3.470 -1.600
C 1.581 -2.918 -1.282
C 2.758 -3.447 -1.788
C 2.721 -4.552 -2.627
C 1.495 -5.114 -2.955
C 0.320 -4.576 -2.448
C -0.479 3.518 -1.439
C -0.760 4.605 -2.263
C 0.257 5.424 -2.737
C 1.578 5.165 -2.398
C 1.870 4.082 -1.582
C 0.849 3.273 -1.109
H -5.602 2.331 -0.876
H -5.319 0.589 -0.926
H -5.366 1.425 0.623
H -3.451 3.735 -1.555
H -3.997 -0.493 0.823
H -2.183 -0.377 5.295
H -4.611 -0.640 4.356
H -4.871 0.249 2.851
H -4.666 -1.500 2.814
H 1.696 0.153 2.566
H 3.887 0.386 3.687
H 3.993 0.332 6.168
H 1.899 0.045 7.468
H -0.250 -0.184 6.327
H -2.494 -4.368 -1.733
H -4.909 -3.536 -1.002
H -4.880 -2.667 0.537
H -5.040 -1.775 -0.973
H 1.615 -2.058 -0.646
H 3.710 -2.991 -1.537
H 3.639 -4.966 -3.027
H 1.450 -5.974 -3.613
H -0.629 -5.022 -2.726
H -1.784 4.815 -2.550
H 0.015 6.263 -3.378
H 2.374 5.799 -2.773
H 2.900 3.864 -1.322
H 1.081 2.433 -0.487
C 3.420 -0.846 0.898
N 2.847 0.333 0.222
C 3.137 1.574 0.963
C 3.385 0.433 -1.155
C 2.340 0.336 -2.261
C 2.803 0.425 -3.575
C 1.914 0.347 -4.637
C 0.557 0.178 -4.374
C 0.121 0.092 -3.058
C 0.994 0.168 -1.962
H 4.422 -0.634 1.293
H 3.505 -1.662 0.187
H 2.801 -1.202 1.716
H 4.163 1.579 1.350
H 2.460 1.731 1.798
H 3.023 2.425 0.298
H 4.137 -0.349 -1.297
H 3.927 1.378 -1.252
H 3.867 0.557 -3.771
H 2.273 0.416 -5.657
H -0.152 0.114 -5.193
H -0.947 -0.040 -2.880
*
```

Computed natural (NBO) charges, given in elementary charges: Mn 1.412; C -0.636; C 0.210; C -0.336; C 0.147; N -0.396; N -0.325; B 0.515; N -0.314; N -0.379; C 0.129; C -0.338; C 0.211; C -0.637; C 0.025; C -0.221; C -0.198; C -0.214; C -0.202; C -0.206; N -0.326; N -0.400; C 0.139; C -0.337; C 0.219; C -0.638; C 0.018; C -0.194; C -0.211; C -0.195; C -0.216; C -0.191; C 0.018; C -0.191; C -0.211; C -0.208; C -0.198; C -0.193; H 0.227; H 0.224; H 0.224; H 0.225; H -0.026; H 0.223; H 0.225; H 0.225; H 0.225; H 0.179; H 0.211; H 0.215; H 0.214; H 0.212; H 0.225; H 0.227; H 0.224; H 0.224; H 0.189; H 0.205; H 0.211; H 0.213; H 0.208; H 0.208; H 0.213; H 0.213; H 0.204; H 0.180; C -0.416; N -0.492; C -0.415; C -0.257; C 0.023; C -0.247; C -0.224; C -0.226; C -0.228; C -0.570; H 0.182; H 0.211; H 0.205; H 0.182; H 0.205; H 0.211; H 0.196; H 0.196; H 0.193; H 0.204; H 0.203; H 0.189

5.
A molecular structure, C32H25F5N9O5PbSe4, computed with ωB97M-V/def2-TZVPD.

E_tot (eV): -337453.49498
Gap between HOMO and LUMO (spin up / spin down) (eV): 6.04 / 5.91
Energy above the lowest of the compared OMol25 structures with the same formula, charge and spin (kcal/mol): 17.7
HOMO level (spin up / spin down) (eV): -10.79 / -10.30
LUMO (spin up / spin down) (Ha): -0.175 / -0.161

```
! RIJCOSX wB97M-V def2-TZVPD def2/J DEFGRID3
* xyz 1 1
Pb -0.923 0.707 2.174
Se 3.384 1.218 5.613
Se 5.326 0.323 4.939
Se 5.112 -0.266 2.636
Se 4.432 1.492 1.507
C -4.571 6.462 -1.396
C -3.062 6.485 -1.605
C -2.719 6.847 -3.046
C -1.213 7.011 -3.174
C -0.521 5.764 -2.705
C 0.718 5.428 -3.198
C 1.348 4.267 -2.763
F 2.549 3.948 -3.273
C 0.769 3.435 -1.848
C -0.494 3.748 -1.330
C -1.089 2.857 -0.333
O -0.391 1.908 0.141
C -2.437 3.158 -0.005
C -3.006 4.315 -0.481
N -2.412 5.201 -1.276
C -1.151 4.916 -1.768
C -3.422 2.309 0.811
O -4.594 2.634 0.762
O -2.962 1.308 1.470
H -4.979 7.394 -1.779
H -4.839 6.394 -0.345
H -5.032 5.637 -1.940
H -2.622 7.242 -0.944
H -3.233 7.768 -3.318
H -3.064 6.056 -3.716
H -0.878 7.853 -2.560
H -0.931 7.232 -4.202
H 1.210 6.064 -3.919
H 1.268 2.542 -1.504
H -4.025 4.497 -0.174
N -1.733 -1.188 0.838
C -0.984 -2.442 0.933
C -1.411 -3.505 -0.098
C -1.452 -3.095 -1.588
C -0.459 -3.881 -2.459
N 0.901 -3.526 -2.098
C 1.683 -2.650 -2.704
N 1.517 -2.296 -3.985
N 2.695 -2.140 -2.008
C 0.523 -2.107 1.027
O 1.372 -2.881 0.533
O 0.820 -1.073 1.683
H -2.700 -1.307 1.127
H -1.738 -0.839 -0.116
H -1.210 -2.858 1.920
H -2.410 -3.827 0.198
H -0.758 -4.371 0.029
H -1.232 -2.030 -1.708
H -2.449 -3.273 -1.989
H -0.640 -3.667 -3.513
H -0.585 -4.951 -2.288
H 1.077 -3.604 -1.085
H 0.892 -2.807 -4.583
H 2.198 -1.704 -4.427
H 2.708 -2.307 -1.008
H 3.344 -1.486 -2.409
F -0.760 -4.116 3.622
C 0.567 -4.227 3.483
C 1.058 -5.214 2.666
F 0.188 -6.011 2.049
C 2.441 -5.393 2.444
C 3.287 -4.494 3.129
C 2.782 -3.519 3.948
F 3.634 -2.656 4.515
C 1.410 -3.307 4.122
C 0.914 -2.088 4.727
C -0.398 -1.613 4.445
N -1.436 -1.176 4.165
C 1.689 -1.147 5.332
N 2.184 -0.283 5.987
F 4.598 -4.511 2.908
C 2.948 -6.372 1.550
C 4.304 -6.755 1.522
N 5.395 -7.125 1.491
C 2.145 -6.964 0.555
N 1.533 -7.367 -0.335
*
```

Computed Mulliken charges, given in elementary charges: Pb 1.289; Se 0.188; Se -0.036; Se 0.119; Se -0.112; C -1.916; C 0.580; C -0.922; C -1.069; C 1.027; C -0.700; C 0.063; F -0.357; C -1.040; C 0.421; C 1.384; O -0.900; C -0.281; C -0.245; N 0.252; C -0.792; C 0.182; O -0.715; O -0.573; H 0.436; H 0.516; H 0.406; H 0.138; H 0.367; H 0.330; H 0.333; H 0.460; H 0.530; H 0.686; H 0.708; N -0.321; C 0.396; C -1.142; C -0.376; C -1.180; N 0.122; C 0.909; N -0.376; N -0.274; C 0.331; O -1.051; O -0.697; H 0.431; H 0.279; H 0.262; H 0.737; H 0.054; H 0.200; H 0.333; H 0.529; H 0.311; H 0.085; H 0.193; H 0.215; H 0.216; H 0.203; F -0.480; C 0.380; C 0.654; F -0.456; C 0.547; C 0.416; C -0.129; F -0.316; C 0.454; C -0.004; C 0.037; N -0.709; C 0.793; N -0.536; F -0.348; C 0.625; C -0.036; N -0.472; C -0.025; N -0.537

6.
2 unconnected molecules or ions with the total composition CH5NO2Si, computed with ωB97M-V/def2-TZVPD.

E_tot (eV): -14574.83927
SMILES: C=[SiH][N+](=O)[O-].[H][H]
Gap between HOMO and LUMO (spin up / spin down) (eV): 8.17 / 8.17
Energy above the lowest of the compared OMol25 structures with the same formula, charge and spin (kcal/mol): 94.7
HOMO level (spin up / spin down) (eV): -9.38 / -9.38
LUMO (spin up / spin down) (Ha): -0.044 / -0.044

```
! RIJCOSX wB97M-V def2-TZVPD def2/J DEFGRID3
* xyz 0 1
C -0.017 1.559 1.164
Si 0.054 0.023 0.249
N 1.310 0.191 -1.147
O 1.408 -0.738 -1.968
O 1.940 1.248 -1.131
H 0.868 2.193 1.321
H -0.862 1.855 1.815
H -0.852 -0.970 -0.211
H -1.635 -2.468 0.082
H -2.214 -2.893 -0.175
*
```

Computed natural (NBO) charges, given in elementary charges: C -0.980; Si 1.170; N 0.242; O -0.389; O -0.372; H 0.252; H 0.234; H -0.160; H -0.032; H 0.034